This record from OMol25 describes a cluster of 13 separate species, C47H78O29 in total at a distorted geometry. The level of theory is ωB97M-V/def2-TZVPD.

Output
E_LUMO	0.140	eV
E_HOMO	-9.33	eV
largest force on an atom	3.763	eV/Å
net charge	0
E_tot	-109381.91209	eV
orbital gap	9.5	eV

Last column: Mulliken charge in e.
Geometry (Å):
C 1.41903 1.86457 -6.11738  0.280
C -1.08625 -0.75544 0.84926  -0.219
H 4.24817 3.42624 -1.55561  0.496
C 1.76786 -3.86281 -3.12213  0.535
C -1.74890 -5.85307 0.39998  0.022
O 0.28927 7.27214 -3.06564  -0.354
C -0.33541 6.51742 -2.02524  0.475
H -3.75332 2.74047 -3.19819  0.445
H 0.34684 -2.40435 -2.59157  0.352
H -0.11665 -1.28648 3.34044  0.423
H 1.95349 -1.76758 -2.78997  0.030
C -0.30405 -4.50932 1.49479  0.083
H -4.85984 -1.31695 1.82644  -0.976
H 4.59088 0.34978 -4.59944  0.555
C 3.21785 -4.32718 -2.78783  0.191
H -2.80924 3.35328 2.50358  0.211
H -7.01386 -1.84378 3.03620  0.322
O 1.16097 -6.48924 -0.99600  -0.597
H -1.99389 4.03778 -1.96987  0.320
H 2.31862 -4.77004 5.44921  0.408
O 1.47016 -2.15339 5.27603  -0.293
O -6.44687 -0.54362 0.69925  -0.441
H -1.59511 -0.84415 -0.13978  0.156
H -1.55442 -1.70211 4.10492  0.652
C -0.13812 1.99376 -6.41170  -0.440
H 5.76164 -1.34433 2.15304  0.445
H -1.40292 8.11250 0.81574  0.389
H -5.92742 -3.19696 -0.25741  0.332
H 2.05474 2.44919 -6.74271  0.364
H -2.87955 3.18908 4.28931  0.339
O -1.65456 -0.33003 -3.74857  -0.544
O -0.46439 3.10038 -5.57512  -0.376
H 6.33316 -2.44653 -2.79545  0.246
H -0.00049 3.73123 4.10723  0.154
O -6.50910 0.55676 -1.28346  -0.647
C 2.99043 1.67914 -1.29128  0.450
H 1.59690 3.72893 4.86757  0.406
H 1.21073 -5.30007 6.50804  0.415
H -1.40593 6.41361 -2.34952  0.175
H -0.71382 1.04501 -6.20136  0.244
H 1.62677 -0.00384 -7.10561  0.379
O -3.57919 0.64032 -3.12834  -0.371
C -6.10397 -0.34485 -0.58179  0.633
O 5.08495 -1.71168 -0.61484  -0.579
C 3.17515 -1.44773 0.84816  1.652
C -4.08917 0.67067 4.34449  -0.940
C 1.67414 -5.65454 -1.70342  0.611
C -0.12267 -2.80874 6.85481  -0.513
H 5.86387 0.04587 -3.37115  0.422
H -4.52926 -0.33997 4.17854  0.063
H -3.35408 -6.82812 1.45866  0.360
O 2.97815 -5.32121 -1.62724  -0.400
H 0.56056 1.37853 3.85263  -0.647
H 6.47802 -0.32844 0.82131  0.360
H -4.24237 -2.79409 0.18466  -0.471
C 1.08731 3.54260 3.96144  -0.474
H 2.74813 -0.41145 0.76315  -0.746
H -1.70346 3.49073 -0.26771  0.217
C 4.91753 -1.67376 -4.18022  0.973
H 0.90433 -0.05772 -5.47746  0.133
C 6.03635 -2.60103 -3.83050  -1.389
H -4.82075 1.79051 -1.95317  0.253
C -3.38161 2.94877 3.32948  -1.270
C -3.23824 -6.02469 0.75418  -1.089
C 2.70304 1.58681 3.73198  -1.420
C -1.82217 -1.39772 2.00642  0.823
O -5.31750 -1.38984 -1.04297  -0.322
O -0.92590 -5.66986 1.57190  -0.400
H 2.73246 1.19789 4.74585  0.546
H 1.44354 -2.77704 -1.35868  -0.707
C -1.38784 7.34292 0.05308  -1.156
H -1.19440 -4.78794 -1.52917  0.433
H -4.39365 3.40100 3.26102  0.404
H 3.82723 -3.51905 -2.36684  -0.119
C 1.69888 -4.38495 6.23999  -1.704
H -7.72451 -2.21080 1.55872  0.511
O 1.45871 2.38466 -4.78380  -0.115
H 5.77442 -3.61686 -4.10585  0.312
C 1.38922 -2.60147 -2.41826  0.062
H -3.03934 0.64847 4.64940  0.239
H -4.68761 1.25676 4.97394  0.526
C 0.42762 3.14996 -4.53601  0.321
C 3.40408 2.97814 -2.04699  -0.978
C 5.57965 -0.59386 1.38841  -1.452
H -1.28383 -0.02519 3.71226  -0.287
C -2.69790 2.08470 -1.55673  1.569
C 1.73573 0.37774 -6.08243  -0.881
O -2.79323 -2.11876 1.97231  -0.749
O -1.61527 1.46651 -2.33902  0.258
H 3.09836 -1.93328 1.82522  0.574
C 1.32236 2.13311 3.42534  1.216
C -3.84116 1.91445 -2.46851  -0.664
C -1.17703 -1.05214 3.36672  -1.099
H -3.87936 -6.09135 -0.14097  0.330
C 1.57508 1.28198 -1.30751  1.682
C -6.78591 -2.32777 2.04274  -1.697
C 1.49079 3.50902 1.63758  0.028
C -1.42822 -4.60706 -0.48234  0.392
O -0.30779 -3.98865 0.24284  0.473
C 4.91038 -0.23096 -3.79366  -0.767
C -5.23947 -2.39794 0.02614  0.440
H -3.27743 4.03420 -1.01281  0.584
H -1.11134 0.33413 1.05306  0.245
H -1.24523 6.35032 0.62961  0.145
O 0.92029 -5.01399 -2.61437  -0.399
O -0.06461 -1.40464 6.70324  -0.346
H 3.65022 -4.84720 -3.62639  0.126
H 2.57973 3.67272 -2.06883  -0.093
H -1.30681 -6.65865 -0.16407  0.461
H 0.89549 2.09307 -1.51124  -0.357
H 5.13083 0.26408 1.89235  0.226
H 1.60543 -3.92196 -4.22164  0.344
C -3.83545 1.50522 3.09499  0.796
H 1.34223 0.73159 -0.32642  -1.015
O 0.37172 -4.06385 2.38726  -0.616
C 4.65023 -1.27439 0.45695  0.527
C -0.20675 7.36503 -0.81179  0.415
C -2.33837 3.47633 -1.14738  -1.669
O 4.00932 -2.10986 -4.85424  -0.566
H 1.40897 0.60026 -2.15223  0.162
O -0.02345 8.75193 -1.47409  -0.442
H 3.59256 2.82141 -3.12182  0.132
H 0.22374 -3.74870 4.78132  0.000
O 0.67721 9.44744 -3.49661  -0.602
H 0.27061 -3.20102 7.79706  0.296
C 0.37842 8.54884 -2.74327  0.575
O 1.17538 2.23195 1.97152  0.514
H 0.17210 5.55457 -2.04226  -0.339
H -2.36185 7.30918 -0.45446  0.342
C -5.73261 -1.67757 1.26801  2.062
O 3.76300 0.95984 -0.73911  -0.361
H -0.06951 -1.21498 0.91585  -0.100
H -2.77038 1.45860 -0.69782  -0.527
H 2.35560 -3.90271 6.97215  0.420
H -0.42330 2.33978 -7.41909  0.319
H 6.87806 -2.28427 -4.46426  0.473
H -1.21541 -3.12358 6.92791  0.308
O 1.43035 0.00785 5.78485  -0.548
C 1.01879 -1.10297 5.89732  0.639
H -2.31190 -3.95037 -0.40094  -0.703
O 0.35763 3.80988 -3.52962  -0.265
H 0.69865 7.21202 -0.30900  0.464
C -2.20173 0.53775 -3.15580  0.181
O 1.84474 3.81967 0.54495  -0.443
H -3.51064 -5.10734 1.24138  0.129
H 2.69794 0.17006 -5.67782  -0.050
H 2.81931 -2.06141 0.06486  -1.118
H -6.70102 -3.42317 2.19423  0.322
H 3.44396 2.38861 3.53804  0.409
H 4.08155 -0.16181 -3.03840  -0.171
H 2.91161 0.78096 3.02646  0.073
O 1.45019 4.33097 2.76590  -0.418
O -3.83179 1.07944 1.99185  -0.319
C 0.71717 -3.39492 5.68677  0.958

Force components x, y, z for each atom (eV/Å):
-2.34 -1.88 0.22
-0.75 -0.02 -0.21
0.48 0.09 0.07
0.28 -1.72 -0.73
0.21 -0.08 -1.49
0.55 -0.73 -0.68
-0.68 -0.51 -1.67
-0.69 -0.40 -0.02
-0.59 0.29 -0.31
0.32 0.19 -0.33
0.48 0.38 0.09
2.17 0.09 -0.08
-0.49 0.08 0.00
-0.15 1.00 -1.40
-1.46 -0.52 1.76
0.11 -0.26 -0.23
0.76 -0.49 -0.80
0.50 0.27 -0.12
1.39 0.35 -1.04
0.58 0.23 -0.58
-0.03 -1.85 -0.17
0.76 0.86 -0.52
0.54 -0.52 0.71
-0.87 -0.71 0.94
0.79 0.47 -0.91
0.47 -0.03 0.29
0.12 0.23 -0.01
0.06 -0.08 -0.05
0.35 0.52 -0.51
-0.61 -0.31 -0.45
0.87 -0.10 -0.46
-0.34 0.06 1.54
0.07 -0.32 0.14
0.67 -0.09 0.09
0.82 -1.14 1.09
-0.42 1.80 -1.50
1.08 0.69 0.50
-0.55 -0.25 1.05
0.80 -0.15 0.50
0.61 1.11 0.30
0.26 -0.10 0.22
1.48 1.27 0.30
-0.33 -0.31 -1.07
-0.83 0.32 1.32
1.55 1.25 -0.03
0.56 -0.41 -1.89
-0.85 -1.42 1.21
-2.01 -1.30 -0.34
0.04 0.50 0.22
0.54 0.84 -0.08
-0.28 -0.51 0.01
-0.65 1.59 -2.38
0.96 1.27 -0.99
-0.10 -0.05 0.46
0.16 0.28 -0.38
-2.21 -0.66 -2.98
0.16 -1.15 0.50
0.10 0.28 -0.10
-0.23 -0.49 -0.76
1.00 -0.11 -0.23
0.55 0.84 -0.07
0.68 0.52 -0.62
-1.16 0.03 0.44
1.21 0.72 -0.57
0.32 0.73 -0.68
0.42 0.77 0.92
-0.16 0.40 1.38
-1.41 0.03 -0.18
0.25 0.26 -0.16
0.50 0.23 0.54
-0.55 -1.91 1.92
0.35 -0.14 0.33
0.61 0.57 0.42
-0.06 -0.37 -0.23
0.71 0.21 -1.15
-0.75 0.05 -0.91
1.32 -0.73 -0.34
0.00 -0.04 0.25
-0.94 -0.66 -0.37
-0.30 -0.48 0.92
-0.65 0.63 1.41
-0.72 1.07 0.59
-0.60 -0.90 0.01
0.02 0.19 0.02
-0.10 0.11 -0.39
1.47 -0.41 0.16
-1.50 0.53 -0.20
0.26 -0.10 -0.45
-0.61 -0.53 -0.78
-0.27 0.29 -0.06
-0.91 -2.01 1.05
-1.31 -0.34 -0.43
0.43 -0.18 -0.86
0.42 -0.39 0.32
-1.38 -1.01 0.81
-1.15 -1.49 2.75
0.53 -0.40 1.29
-0.75 0.45 1.58
-1.38 -0.26 -0.18
-0.41 -1.34 2.10
-0.79 0.16 -0.65
-0.01 -0.33 0.88
0.63 -0.48 0.08
-0.59 1.32 -0.69
2.15 1.68 -0.34
0.93 0.05 -0.10
0.41 -0.25 0.04
-0.32 0.23 0.31
-0.12 -0.83 0.28
-0.24 0.35 0.28
0.02 0.02 -0.17
0.10 0.61 0.82
1.25 0.44 1.68
0.11 0.86 -1.57
-0.55 0.32 -0.16
-0.10 -0.55 -1.72
-0.34 2.64 -1.99
-1.53 0.10 0.16
-0.81 -0.15 -0.25
0.13 -0.17 0.15
-0.20 -1.59 1.02
0.25 -0.43 0.44
-0.23 0.14 0.20
0.00 -1.16 0.77
0.44 0.70 0.09
-0.49 2.06 -0.43
-0.22 0.82 1.13
-0.27 -0.03 0.41
0.46 0.09 -0.06
0.47 1.15 -0.86
1.89 -0.41 0.80
-0.58 0.74 -0.53
-0.35 -0.53 0.87
-0.39 -0.47 0.21
0.47 -0.38 0.23
0.02 -0.10 0.18
1.26 0.43 -0.71
-0.05 0.33 0.09
-1.35 0.30 0.94
0.53 0.25 -0.21
-0.72 -0.29 -1.01
1.26 -0.29 0.93
-1.32 0.08 1.02
-0.50 0.69 0.29
-0.36 0.53 0.48
0.64 -0.39 0.22
-0.92 -0.68 -0.55
0.46 0.60 0.08
-0.14 -0.42 0.28
0.98 0.11 -0.27
0.01 -0.11 0.15
0.36 -0.52 -0.25
-0.34 -1.08 -2.26
0.40 1.24 0.60